[1]
{
  "formula": "C24H23AuN3OS",
  "method": "the ωB97M-V functional and the def2-TZVPD basis",
  "symbols": ["Au", "C", "C", "C", "C", "C", "C", "N", "C", "C", "C", "C", "C", "N", "C", "C", "C", "C", "C", "C", "N", "H", "H", "H", "H", "H", "H", "H", "H", "H", "H", "H", "H", "H", "H", "H", "C", "S", "O", "C", "C", "C", "C", "C", "C", "H", "H", "H", "H", "H", "H", "H", "H"],
  "coordinates": [[0.05202, -1.74557, -0.54707], [2.64050, -1.87516, -2.56180], [3.03630, -2.13633, -1.14490], [4.34981, -2.42714, -0.77822], [4.65322, -2.68264, 0.54128], [3.63583, -2.66804, 1.49494], [2.35036, -2.39214, 1.09597], [2.07368, -2.10871, -0.21488], [1.19110, -2.45837, 2.02993], [1.18541, -2.83426, 3.36493], [-0.04191, -2.90834, 4.01847], [-1.24088, -2.63462, 3.36622], [-1.18645, -2.26213, 2.03116], [0.01690, -2.17882, 1.47037], [-2.31901, -1.99769, 1.10021], [-3.63163, -2.03683, 1.50432], [-4.63763, -1.86353, 0.55475], [-4.29770, -1.66676, -0.76617], [-2.95502, -1.61980, -1.13745], [-2.51808, -1.41209, -2.55133], [-2.00044, -1.77053, -0.21127], [3.51170, -1.70359, -3.18914], [1.99269, -0.99744, -2.63074], [2.10570, -2.73779, -2.96617], [5.11506, -2.45399, -1.54110], [5.66952, -2.90773, 0.83622], [3.85361, -2.88784, 2.52982], [2.09571, -3.08469, 3.88974], [-0.06612, -3.20976, 5.05750], [-2.17978, -2.73256, 3.89123], [-3.88168, -2.21481, 2.53990], [-5.67675, -1.89669, 0.85404], [-5.05805, -1.55236, -1.52571], [-3.37163, -1.29876, -3.21480], [-1.93790, -2.26963, -2.90006], [-1.90273, -0.51281, -2.63360], [2.41368, 3.32628, -0.24934], [0.69941, 2.90967, 0.13616], [0.33994, 1.61208, -0.44040], [-0.26732, 4.21881, -0.42396], [-1.07824, 4.06188, -1.55534], [-1.76983, 5.16666, -2.00306], [-1.70445, 6.36846, -1.29725], [-0.92626, 6.49883, -0.15211], [-0.21095, 5.41420, 0.31132], [2.46928, 3.39444, -1.33509], [3.03307, 2.52913, 0.15424], [2.64100, 4.27630, 0.23112], [-1.11383, 3.11385, -2.07365], [-2.35751, 5.10977, -2.90898], [-2.28148, 7.21579, -1.64472], [-0.89239, 7.44033, 0.37759], [0.38012, 5.48345, 1.21686]],
  "forces_ev_per_angstrom": [[-0.05, -0.33, -0.23], [0.00, 0.01, -0.01], [0.02, 0.04, -0.01], [-0.02, 0.00, 0.00], [-0.01, 0.00, 0.00], [-0.02, -0.01, -0.01], [0.07, -0.07, -0.03], [0.02, 0.07, 0.17], [-0.07, -0.02, 0.06], [0.00, 0.02, -0.03], [0.00, -0.01, 0.02], [0.00, 0.02, -0.03], [0.06, -0.01, 0.06], [0.01, -0.03, -0.01], [-0.08, -0.05, -0.02], [0.02, -0.01, -0.02], [0.01, 0.00, 0.00], [0.02, -0.01, -0.01], [-0.02, 0.04, -0.01], [-0.01, 0.00, -0.01], [0.00, 0.10, 0.17], [0.00, 0.00, 0.00], [-0.01, 0.00, 0.00], [0.00, -0.01, 0.00], [0.00, 0.00, 0.00], [0.00, 0.00, 0.00], [0.01, -0.01, 0.00], [0.01, 0.00, -0.01], [0.00, 0.00, 0.00], [-0.01, 0.01, 0.00], [-0.01, 0.00, 0.00], [0.00, -0.01, 0.00], [0.00, 0.00, 0.00], [0.00, 0.00, 0.00], [0.00, 0.00, 0.00], [0.01, 0.00, 0.00], [-0.15, 0.00, 0.16], [0.14, 0.01, -0.13], [0.03, 0.01, -0.02], [-0.04, 0.10, 0.06], [-0.08, 0.00, -0.08], [-0.01, -0.20, -0.06], [-0.10, 0.13, -0.07], [0.11, -0.07, 0.20], [0.09, 0.16, -0.01], [0.04, 0.03, 0.00], [-0.02, -0.02, 0.00], [0.00, 0.03, -0.04], [-0.01, 0.02, -0.04], [-0.03, -0.04, 0.02], [0.04, 0.02, -0.03], [0.00, -0.01, 0.03], [0.01, 0.04, -0.01]],
  "orbital_gap_ev": [8.182, 5.537],
  "charge": 3,
  "spin_multiplicity": 3,
  "s_squared": 2.017,
  "relative_energy_kj_mol": 59.33,
  "largest_force_ev_per_a": 0.41
}

[2]
{
  "formula": "C24H23Br2IrN3O4Te",
  "method": "the ωB97M-V functional and the def2-TZVPD basis",
  "symbols": ["Ir", "O", "C", "C", "C", "C", "C", "C", "C", "O", "N", "N", "C", "C", "Br", "C", "C", "C", "C", "C", "C", "C", "H", "H", "H", "H", "H", "H", "H", "H", "H", "H", "H", "H", "H", "H", "Br", "C", "C", "C", "C", "C", "N", "C", "O", "O", "H", "H", "H", "C", "Te", "C", "H", "H", "H", "H", "H", "H"],
  "coordinates": [[1.36141, -1.07199, -0.38270], [3.09375, 2.79815, -1.29179], [2.30237, 3.20802, -2.31519], [2.62509, 4.38689, -2.97406], [1.80377, 4.84962, -3.98724], [0.65942, 4.15082, -4.35313], [0.35339, 2.97097, -3.69792], [1.16670, 2.48416, -2.68011], [0.78056, 1.22823, -1.95634], [1.84750, 0.36603, -1.73507], [0.30198, 1.60025, -0.58210], [0.29403, 0.53157, 0.26096], [-0.50848, 0.46337, 1.26362], [-0.54162, -0.67147, 2.17400], [1.05445, -1.75694, 2.21311], [-1.52572, -0.99978, 3.01823], [-2.84481, -0.37947, 3.14898], [-3.45783, -0.41467, 4.40410], [-4.69282, 0.17756, 4.60035], [-5.34470, 0.79272, 3.54058], [-4.76448, 0.79860, 2.28005], [-3.52442, 0.21481, 2.08251], [2.77353, 1.92199, -1.02488], [3.51273, 4.92693, -2.67474], [2.06160, 5.76810, -4.49739], [0.02250, 4.51836, -5.14481], [-0.52415, 2.40224, -3.98554], [-0.00337, 0.72023, -2.52197], [-0.48087, 2.23507, -0.48840], [-1.19352, 1.28380, 1.45136], [-1.32114, -1.80432, 3.71666], [-2.95223, -0.89493, 5.23267], [-5.14971, 0.15406, 5.58011], [-6.31055, 1.25452, 3.69397], [-5.28568, 1.24943, 1.44602], [-3.10914, 0.18127, 1.08516], [-2.36081, -0.02435, -1.62566], [-1.85291, -1.75405, -1.07452], [-2.90340, -2.65027, -0.92449], [-2.62212, -3.96821, -0.63403], [-1.29367, -4.35510, -0.56369], [-0.31238, -3.40026, -0.71011], [-0.57136, -2.08237, -0.91298], [1.13450, -3.88813, -0.71120], [1.36396, -5.06801, -0.70633], [2.05183, -2.95736, -0.72418], [-3.91743, -2.30337, -1.05547], [-3.42177, -4.68308, -0.49757], [-0.98373, -5.37851, -0.41062], [4.94284, 0.69855, 0.28540], [3.97706, -0.99260, -0.56033], [4.64323, -2.27761, 0.98525], [4.81461, 0.69527, 1.36462], [4.56622, 1.61863, -0.14614], [5.99600, 0.59435, 0.03166], [5.72062, -2.39070, 0.89115], [4.15193, -3.23686, 0.85001], [4.39724, -1.84018, 1.95013]],
  "forces_ev_per_angstrom": [[0.17, -0.09, 0.48], [0.08, -0.04, 0.04], [-0.09, 0.13, 0.04], [-0.03, -0.07, 0.03], [-0.01, 0.01, -0.01], [0.03, 0.01, 0.00], [0.04, -0.07, -0.07], [-0.04, 0.04, -0.07], [0.03, 0.11, 0.40], [-0.35, -0.45, -0.70], [0.48, -0.10, 0.07], [-0.19, 0.29, -0.23], [0.22, 0.01, 0.01], [0.04, 0.14, 0.08], [-0.28, -0.01, -0.36], [0.16, -0.06, 0.02], [-0.05, 0.07, -0.01], [0.02, 0.03, 0.00], [0.00, -0.01, 0.01], [-0.01, 0.01, 0.01], [-0.01, 0.00, 0.00], [-0.01, -0.05, 0.03], [0.01, 0.01, -0.04], [0.01, 0.00, 0.00], [-0.01, 0.01, -0.01], [-0.01, 0.00, -0.01], [-0.01, 0.00, -0.01], [-0.08, 0.00, 0.10], [-0.07, -0.07, -0.08], [-0.02, -0.02, 0.04], [-0.03, -0.04, -0.03], [0.00, -0.01, 0.00], [-0.01, 0.01, 0.00], [-0.01, -0.01, 0.00], [0.00, 0.00, -0.01], [0.01, 0.01, -0.02], [-0.01, 0.09, 0.06], [-0.06, -0.10, 0.08], [-0.01, 0.04, -0.03], [0.07, -0.03, 0.02], [-0.08, 0.02, -0.03], [0.10, -0.09, -0.15], [0.06, -0.20, 0.20], [-0.03, 0.04, 0.01], [-0.06, -0.02, 0.04], [0.06, 0.30, -0.39], [0.00, 0.01, 0.00], [-0.01, -0.01, -0.02], [0.01, 0.00, 0.01], [-0.08, -0.04, 0.13], [0.07, 0.18, 0.38], [-0.05, 0.03, 0.00], [-0.03, 0.01, 0.00], [0.04, 0.01, -0.02], [0.01, -0.02, 0.02], [0.01, 0.00, 0.00], [0.00, -0.01, -0.02], [-0.01, 0.00, 0.00]],
  "orbital_gap_ev": 7.291,
  "charge": 1,
  "largest_force_ev_per_a": 0.90
}